Record 1
# C5H12O2

2 unconnected molecules or ions with the total composition C5H12O2 (ωB97M-V with the def2-TZVPD basis set, OMol25).

Summary:
- Frontier orbital gap: 10.7 eV
- SMILES: CCC(=O)CC.O
- E_HOMO: -9.80 eV
- 2S+1: 1
- Lowest unoccupied orbital energy: 0.9 eV

```
19
C5H12O2, DFT ωB97M-V with the def2-TZVPD basis set
C -1.8055 -1.3544 1.6426
C -0.4255 -0.7539 1.4023
C -0.3099 -0.1521 0.0112
O -1.2302 0.4829 -0.4739
C 0.9835 -0.4212 -0.7215
C 1.2311 0.3768 -1.9962
H -2.5795 -0.6248 1.3930
H -1.9494 -2.2313 1.0027
H -1.9359 -1.6639 2.6839
H -0.2271 0.0587 2.1168
H 0.3684 -1.4958 1.5535
H 0.9336 -1.4983 -0.9449
H 1.8002 -0.3002 -0.0005
H 0.2865 0.6609 -2.4716
H 1.7942 1.2876 -1.7754
H 1.8121 -0.2117 -2.7121
O 0.5823 2.6025 0.1728
H -0.2413 2.2129 -0.1583
H 0.9278 3.0886 -0.5854
```

***

Record 2
# C5H12O2

2 unconnected molecules or ions with the total composition C5H12O2 (ωB97M-V with the def2-TZVPD basis set, OMol25).

Summary:
- Frontier orbital gap (alpha / beta): 8.2 / 8.2 eV
- E_HOMO (alpha / beta): -7.45 / -7.41 eV
- 2S+1: 1
- Lowest unoccupied orbital energy (alpha / beta): 0.7 / 0.8 eV

```
19
C5H12O2, DFT ωB97M-V with the def2-TZVPD basis set
C -2.5248 -0.3324 0.1517
C -0.5151 -1.9109 -1.9213
O 0.3101 -1.3025 -1.1340
C 0.6025 -0.0380 -1.1059
C 1.4869 0.4265 -0.0275
O 0.7750 1.0377 1.0335
C 1.6604 1.5081 2.0135
H -3.2527 0.3910 -0.2202
H -3.0086 -0.8883 0.9697
H -2.4832 -1.1114 -0.6399
H -1.1041 -1.3466 -2.6373
H -0.4167 -2.9806 -1.9076
H 0.1451 0.5957 -1.8581
H -1.6019 0.2577 0.4573
H 2.0630 -0.4131 0.3886
H 2.1940 1.1643 -0.4335
H 2.3640 2.2545 1.6128
H 2.2722 0.7195 2.4879
H 1.0338 1.9689 2.7705
```

***

Record 3
# C5H12O2

C5H12O2 in the gas phase (ωB97M-V with the def2-TZVPD basis set, OMol25).

Summary:
- Frontier orbital gap: 10.7 eV
- SMILES: CCOCCOC
- E_HOMO: -9.65 eV
- 2S+1: 1
- Lowest unoccupied orbital energy: 1.1 eV

```
19
C5H12O2, DFT ωB97M-V with the def2-TZVPD basis set
C 0.1097 -0.8867 -1.7627
C -1.1001 0.0315 -1.8455
O -0.9503 1.2330 -1.1149
C -1.1419 1.1573 0.2779
C 0.1213 0.8639 1.0843
O 0.2532 -0.5164 1.3515
C 1.5160 -0.8286 1.8854
H 0.2468 -1.2523 -0.7426
H 1.0112 -0.3405 -2.0603
H -0.0164 -1.7462 -2.4301
H -2.0054 -0.4998 -1.5096
H -1.2610 0.3482 -2.8821
H -1.5123 2.1459 0.5694
H -1.9116 0.4141 0.5361
H 0.9853 1.2371 0.5128
H 0.0923 1.4114 2.0412
H 1.7092 -0.2684 2.8135
H 2.3230 -0.6051 1.1696
H 1.5309 -1.8985 2.1060
```

***

Record 4
# C5H12O2

2 unconnected molecules or ions with the total composition C5H12O2 (ωB97M-V with the def2-TZVPD basis set, OMol25).

Summary:
- Frontier orbital gap: 10.4 eV
- SMILES: CC(C)=O.COC
- E_HOMO: -9.66 eV
- 2S+1: 1
- Lowest unoccupied orbital energy: 0.8 eV

```
19
C5H12O2, DFT ωB97M-V with the def2-TZVPD basis set
C 0.0722 -2.7056 2.4576
C 0.1154 -1.2081 2.2588
C -0.2773 -0.3660 3.4508
O 0.4482 -0.7076 1.1970
H 0.3692 -3.2256 1.5313
H -0.9474 -3.0265 2.7298
H 0.7621 -3.0037 3.2650
H -1.3145 -0.5904 3.7517
H 0.3897 -0.5756 4.3039
H -0.2067 0.7067 3.2042
C -5.0520 0.1934 0.1471
O -4.9569 -1.1872 0.4360
C -4.7368 -1.9278 -0.7480
H -5.2227 0.7244 1.0987
H -5.8936 0.4094 -0.5323
H -4.1242 0.5781 -0.3089
H -5.5650 -1.8024 -1.4656
H -3.7956 -1.6338 -1.2422
H -4.6704 -2.9931 -0.4699
```

***

Record 5
# C5H12O2

2 unconnected molecules or ions with the total composition C5H12O2 (ωB97M-V with the def2-TZVPD basis set, OMol25).

Summary:
- Frontier orbital gap: 9.4 eV
- E_HOMO: -8.72 eV
- 2S+1: 1
- Lowest unoccupied orbital energy: 0.7 eV

```
19
C5H12O2, DFT ωB97M-V with the def2-TZVPD basis set
C -1.6625 -0.4436 1.9858
C -0.3334 -0.5058 1.2506
C -0.3748 0.2535 -0.0656
O -0.6174 1.6412 0.1086
C 0.8895 -0.0026 -0.8532
C 0.8575 0.3565 -2.3104
O 2.0196 0.2165 -0.1461
H -1.9681 0.5943 2.1518
H -2.4499 -0.9351 1.4025
H -1.5978 -0.9446 2.9553
H 0.4776 -0.0923 1.8673
H -0.0489 -1.5390 1.0241
H -1.1963 -0.1119 -0.6940
H -0.0217 1.9530 0.8038
H 0.7404 -1.5737 -1.0477
H 1.8177 0.5989 -2.7867
H 0.6850 -0.7759 -2.2321
H 0.0239 0.9832 -2.6576
H 2.7597 0.3273 -0.7563
```

***

Record 6
# C5H12O2

2 unconnected molecules or ions with the total composition C5H12O2 (ωB97M-V with the def2-TZVPD basis set, OMol25).

Summary:
- Frontier orbital gap (alpha / beta): 7.8 / 7.8 eV
- E_HOMO (alpha / beta): -7.74 / -7.74 eV
- 2S+1: 1
- Lowest unoccupied orbital energy (alpha / beta): 0.1 / 0.1 eV

```
19
C5H12O2, DFT ωB97M-V with the def2-TZVPD basis set
C -0.8534 -0.9804 -0.3611
C -1.0106 -0.3354 -1.7070
O 0.2367 0.1633 -2.2047
C 0.8380 0.9885 -1.2661
C 1.2214 0.3083 0.0039
O -0.0563 0.5400 1.6265
C 0.3477 -0.2557 2.7199
H -0.5122 -0.0772 0.8956
H -0.3289 -1.9400 -0.4173
H -1.8395 -1.1428 0.0955
H -1.7280 0.5015 -1.6482
H -1.3581 -1.0159 -2.4937
H 1.7750 1.3462 -1.7214
H 0.2294 1.8796 -1.0319
H 1.5851 -0.7099 -0.0773
H 1.8079 0.9369 0.6695
H 1.2892 0.1360 3.1207
H 0.4983 -1.3045 2.4208
H -0.4059 -0.2195 3.5149
```

***

Record 7
# C5H12O2

C5H12O2 in the gas phase (ωB97M-V with the def2-TZVPD basis set, OMol25).

Summary:
- Frontier orbital gap: 10.9 eV
- SMILES: CCOCCOC
- E_HOMO: -9.79 eV
- 2S+1: 1
- Lowest unoccupied orbital energy: 1.1 eV

```
19
C5H12O2, DFT ωB97M-V with the def2-TZVPD basis set
C -2.4978 -1.8375 1.1899
C -2.1451 -0.4161 0.8160
O -0.9302 -0.4804 0.1135
C -0.1130 0.6555 0.2180
C 1.0799 0.3755 -0.6733
O 2.0104 1.4165 -0.5485
C 3.1443 1.1875 -1.3418
H -1.6879 -2.2859 1.7705
H -2.6823 -2.4450 0.3015
H -3.3981 -1.8547 1.8031
H -2.0403 0.1807 1.7365
H -2.9340 0.0477 0.1959
H -0.6188 1.5814 -0.0985
H 0.2101 0.7988 1.2579
H 1.5139 -0.5920 -0.3721
H 0.7453 0.2723 -1.7191
H 2.8759 1.1227 -2.4093
H 3.6422 0.2453 -1.0582
H 3.8254 2.0278 -1.1821
```

***

Record 8
# C5H12O2

C5H12O2 in the gas phase (ωB97M-V with the def2-TZVPD basis set, OMol25).

Summary:
- Frontier orbital gap: 10.6 eV
- SMILES: COCC(C)(C)O
- E_HOMO: -9.76 eV
- 2S+1: 1
- Lowest unoccupied orbital energy: 0.9 eV

```
19
C5H12O2, DFT ωB97M-V with the def2-TZVPD basis set
C -2.7388 -0.5251 0.4281
O -1.3613 -0.3086 0.8379
C -0.6109 -0.0073 -0.3190
C 0.8835 0.2447 0.1273
C 1.7114 -1.0286 -0.0940
C 1.4727 1.4161 -0.6582
O 0.8873 0.5907 1.4875
H -3.1451 0.3927 -0.0091
H -3.2628 -0.7567 1.3526
H -2.8716 -1.3665 -0.2616
H -1.0075 0.9008 -0.7954
H -0.6369 -0.8383 -1.0381
H 1.2236 -1.8760 0.3915
H 1.8166 -1.2404 -1.1551
H 2.6986 -0.8985 0.3480
H 1.4919 1.1962 -1.7228
H 2.4864 1.6005 -0.3131
H 0.8873 2.3140 -0.4825
H 0.0755 0.1903 1.8758
```

***

Record 9
# C5H12O2

2 unconnected molecules or ions with the total composition C5H12O2 (ωB97M-V with the def2-TZVPD basis set, OMol25).

Summary:
- Frontier orbital gap: 10.7 eV
- SMILES: CCC=O.CCO
- E_HOMO: -9.91 eV
- 2S+1: 1
- Lowest unoccupied orbital energy: 0.8 eV

```
19
C5H12O2, DFT ωB97M-V with the def2-TZVPD basis set
C 2.6282 0.4247 1.5836
C 1.1585 0.2088 1.2157
C 1.1694 -0.4579 -0.1368
O 1.2085 -1.6552 -0.2990
H 3.1516 -0.5356 1.5545
H 3.1078 1.0969 0.8630
H 2.7361 0.8558 2.5813
H 0.6594 -0.4448 1.9385
H 0.6197 1.1634 1.1770
H 1.2055 0.2338 -1.0089
C -1.9019 -0.2743 -1.9435
C -1.6444 0.1719 -0.5128
O -2.8192 0.3678 0.2456
H -2.2321 -1.3189 -1.9706
H -2.6736 0.3531 -2.3980
H -0.9894 -0.2046 -2.5470
H -1.0083 -0.5700 -0.0209
H -1.1162 1.1332 -0.5017
H -3.2474 -0.4930 0.3239
```

***

Record 10
# C5H12O2

3 unconnected molecules or ions with the total composition C5H12O2 (ωB97M-V with the def2-TZVPD basis set, OMol25).

Summary:
- Frontier orbital gap (alpha / beta): 7.2 / 5.0 eV
- Total charge: +1
- E_HOMO (alpha / beta): -13.35 / -13.35 eV
- 2S+1: 2
- Lowest unoccupied orbital energy (alpha / beta): -6.1 / -8.3 eV

```
19
C5H12O2, DFT ωB97M-V with the def2-TZVPD basis set
C 2.1347 -1.8782 -0.3159
C 0.9415 -1.6064 0.6905
C 0.9655 -0.4493 1.5046
C -0.1884 -0.0043 2.3513
C -1.3330 -0.8056 2.3458
H 2.9289 -2.2147 0.2979
H 2.4328 -0.8467 -0.7604
H 1.8517 -2.6656 -1.1087
H 0.3423 -2.6224 0.8517
H 1.8857 0.2229 1.6083
H 0.0990 0.7519 3.1940
H -2.1136 -0.5562 3.0108
H -1.4289 -1.3548 1.3873
H -1.9011 2.3852 -2.9219
H -2.6994 3.3476 -3.8944
O -1.8014 3.0696 -3.6154
H 0.2763 0.2733 -0.5785
H -1.0336 0.3027 -1.3101
O -0.1688 0.8603 -1.2887
```

***

Record 11
# C5H12O3

2 unconnected molecules or ions with the total composition C5H12O3 (ωB97M-V with the def2-TZVPD basis set, OMol25).

Summary:
- Frontier orbital gap (alpha / beta): 3.4 / 6.9 eV
- Total charge: -1
- E_HOMO (alpha / beta): 0.14 / -3.40 eV
- 2S+1: 2
- Lowest unoccupied orbital energy (alpha / beta): 3.6 / 3.5 eV

```
20
C5H12O3, DFT ωB97M-V with the def2-TZVPD basis set
O -2.0405 -1.1652 1.0469
C -2.1176 0.0602 0.6104
C -1.0665 1.0999 0.8392
C -0.1663 1.4901 -0.3797
C 1.2909 1.2138 -0.1085
C 1.6139 -0.2638 -0.1327
O 1.4032 -0.7638 -1.4534
H -3.0031 0.3996 0.0511
H -1.5392 2.0252 1.2307
H -0.3624 0.7233 1.5816
H -0.4363 0.8590 -1.2256
H -0.2821 2.5374 -0.7024
H 1.6951 1.7053 0.7706
H 1.8716 1.6291 -0.9400
H 2.6749 -0.4103 0.1547
H 1.0125 -0.8273 0.5953
H 1.7032 -1.6770 -1.4641
H -0.5640 -2.6420 -0.8772
H -0.8693 -2.7166 0.6052
O -0.8178 -3.2770 -0.2022
```

***

Record 12
# C5H12O3

2 unconnected molecules or ions with the total composition C5H12O3 (ωB97M-V with the def2-TZVPD basis set, OMol25).

Summary:
- Frontier orbital gap: 11.2 eV
- SMILES: CCCCC(=O)O.O
- E_HOMO: -10.61 eV
- 2S+1: 1
- Lowest unoccupied orbital energy: 0.6 eV

```
20
C5H12O3, DFT ωB97M-V with the def2-TZVPD basis set
C -2.6016 0.6754 -0.4853
C -1.0938 1.0743 -0.2860
C -0.2708 -0.1325 -0.7741
C 0.0314 -1.0644 0.4186
C 1.5043 -1.4028 0.5258
O 2.4007 -0.7038 0.9169
O 1.5904 -2.6796 0.1441
H -3.0974 0.9931 -1.4073
H -3.2732 1.2005 0.2140
H -2.6915 -0.3506 -0.1523
H -0.7873 1.3914 0.7223
H -0.9619 1.9198 -0.9594
H 0.6917 0.3039 -1.1276
H -0.7359 -0.6433 -1.6037
H -0.4207 -0.6051 1.3168
H -0.7487 -1.8195 0.4077
H 2.4968 -2.9899 -0.0229
O 2.5604 1.9360 0.4908
H 2.8765 1.9128 1.4000
H 2.5307 0.9844 0.2615
```

***

The records above give, respectively, energy relative to the best compared isomer or geometry (same formula, charge and spin) values of 0.4152; 5.0082; 1.6674; 1.4732; 3.9594; 5.8747; 1.6269; 1.1318; 1.4132; 2.1911; 0.7283; 1.1268 eV.